Record 1
Computed, not measured: a molecular structure, C37H25F2N8O2PdS, with wB97M-V/def2-TZVPD.

The total energy comes out at -74531.96976 eV. As for the charge: +1. The gap between HOMO and LUMO (alpha / beta) is 6.11 / 6.06 eV. The value obtained for the LUMO energy (alpha / beta) is -0.157 / -0.157 Ha. For the molar mass, the calculation gives 790.1 g/mol.

Cartesian coordinates (Å):
Pd  -1.10175  -0.29815  -0.75570
F  0.32299  0.26781  4.35888
C  -0.62762  -0.10610  3.48958
C  -0.31345  -0.16647  2.14355
C  -1.29444  -0.55341  1.25105
C  -2.57676  -0.89683  1.69122
C  -2.83097  -0.79055  3.05467
F  -4.06337  -1.05293  3.52793
C  -1.88331  -0.39870  3.97597
C  -3.55228  -1.29135  0.67452
C  -4.79268  -1.89008  0.89605
C  -5.60030  -2.18596  -0.18514
C  -5.18055  -1.85667  -1.46807
C  -3.93643  -1.27864  -1.60926
N  -3.13329  -1.03736  -0.57362
H  0.69399  0.06922  1.84057
H  -2.12202  -0.32736  5.02705
H  -5.11729  -2.11686  1.89809
H  -6.55805  -2.66491  -0.02731
H  -5.79820  -2.04397  -2.33478
H  -3.55971  -0.97796  -2.58028
N  1.96986  5.77790  4.01264
C  1.60145  5.16679  2.85374
C  2.53344  4.97565  1.81930
C  2.15564  4.36839  0.64500
C  0.83923  3.92953  0.47963
C  -0.09769  4.12153  1.49257
C  0.28134  4.73331  2.66625
S  0.38522  3.18114  -1.01876
O  1.60686  2.16930  -1.22849
O  0.44670  4.07114  -2.12666
N  -0.78389  2.21446  -0.81848
C  -2.09068  2.70936  -0.90539
N  -2.31388  4.02343  -0.88015
C  -3.58271  4.40732  -0.99529
C  -4.62740  3.50772  -1.10615
C  -4.27589  2.17093  -1.08255
N  -3.01637  1.75824  -0.98709
H  2.92584  6.02758  4.18150
H  1.32370  5.86885  4.77365
H  3.54888  5.33163  1.94249
H  2.87695  4.24228  -0.15287
H  -1.11911  3.79713  1.35948
H  -0.44751  4.88842  3.45222
H  -3.75920  5.47720  -0.99058
H  -5.65520  3.82817  -1.18666
H  -5.03202  1.39177  -1.13697
N  7.71130  -6.02503  -1.43368
C  6.73076  -5.42736  -1.43158
C  5.49642  -4.67497  -1.42361
C  5.06549  -4.03931  -2.58313
C  3.88591  -3.31136  -2.56983
C  3.13733  -3.21668  -1.40251
C  3.56998  -3.85782  -0.24550
C  4.74712  -4.58731  -0.25327
C  1.87026  -2.41741  -1.37877
C  2.02856  -1.00780  -0.90741
C  3.38914  -0.48043  -0.59922
C  3.23737  0.78536  -0.24273
C  1.77746  1.10364  -0.29846
N  1.10627  -0.13207  -0.73865
C  0.73686  -2.99428  -1.77161
C  0.61379  -4.38645  -2.27797
C  -0.67438  -4.56876  -2.55749
C  -1.34785  -3.29690  -2.21734
N  -0.55586  -2.38996  -1.77343
H  5.65358  -4.11568  -3.48742
H  3.54578  -2.81714  -3.47207
H  2.98020  -3.79347  0.66127
H  5.08895  -5.09032  0.64088
H  4.30207  -1.05092  -0.66397
H  3.99183  1.50763  0.02863
H  1.38530  1.40238  0.67604
H  1.42491  -5.08886  -2.38062
H  -1.15555  -5.45311  -2.94562
H  -2.41108  -3.11750  -2.30829

Record 2
Computed, not measured: a molecular structure, C37H26ClIN6O6V, with wB97M-V/def2-TZVPD.

The total energy comes out at -106328.68014 eV. The gap between HOMO and LUMO (alpha / beta) is 6.89 / 5.51 eV. The value obtained for the LUMO energy (alpha / beta) is -0.030 / -0.084 Ha. For the molar mass, the calculation gives 864.0 g/mol. Its spin multiplicity is 4.

Cartesian coordinates (Å):
V  0.45343  -0.06936  -0.22916
C  4.37800  -0.60746  1.72968
C  4.23919  -1.50811  0.53216
N  5.18764  -2.38047  0.26148
C  5.04031  -3.20534  -0.79724
C  3.91444  -3.24143  -1.57328
C  3.82171  -4.25258  -2.68428
O  3.48524  -3.67858  -3.95210
C  2.87261  -2.34016  -1.26950
C  1.57667  -2.46760  -1.93212
N  0.47841  -1.89946  -1.58224
C  -0.62077  -2.19501  -2.47121
C  -0.43391  -2.04182  -3.83892
C  -1.48210  -2.19638  -4.73271
C  -2.74340  -2.52506  -4.27052
C  -2.94120  -2.72902  -2.91092
C  -1.88775  -2.56645  -2.02608
I  -2.26422  -2.93488  -0.00943
C  3.07379  -1.40853  -0.26892
O  2.19023  -0.46647  -0.00896
H  5.43126  -0.46906  1.96360
H  3.90349  0.35799  1.55704
H  3.89111  -1.06028  2.60124
H  5.86889  -3.87799  -1.00216
H  4.76630  -4.79171  -2.74015
H  3.04635  -4.98732  -2.47555
H  4.13923  -3.00440  -4.16454
H  1.54017  -3.14866  -2.77645
H  0.54276  -1.73918  -4.20027
H  -1.31076  -2.03290  -5.79013
H  -3.57663  -2.61608  -4.95848
H  -3.91707  -3.00906  -2.53667
C  -0.06700  4.09347  0.88589
C  -0.43989  2.85857  0.11191
N  0.13883  1.67189  0.68079
C  0.25209  1.62736  2.04727
C  0.28538  2.73538  2.86322
C  0.22491  4.02442  2.18630
C  0.46214  2.57120  4.26323
C  0.60302  1.34286  4.83667
C  0.57143  0.18473  4.01179
C  0.74487  -1.13205  4.48307
C  0.73502  -2.18523  3.60483
C  0.51708  -1.93971  2.24323
N  0.31068  -0.72700  1.76709
C  0.37490  0.33596  2.63296
H  -0.11220  5.03999  0.35521
H  -0.13128  2.95598  -0.91649
H  0.43921  4.92577  2.75555
H  0.49865  3.46165  4.88625
H  0.75476  1.23411  5.90601
H  0.89877  -1.30025  5.54433
H  0.88765  -3.20318  3.94147
H  0.51227  -2.75155  1.52852
O  -2.68021  1.68789  -4.65053
C  -3.02463  2.42655  -3.59935
O  -3.96752  3.16546  -3.67808
C  -2.30371  2.17268  -2.29054
C  -2.69452  2.78578  -1.11803
Cl  -4.21139  3.60043  -0.98100
N  -1.98515  2.80195  0.04116
N  -1.11913  0.37733  -1.12524
C  -1.27926  1.12057  -2.09118
C  0.20314  1.07601  -2.99873
O  0.15744  1.20880  -4.21043
O  1.14381  0.91998  -2.19049
C  -2.69948  2.54637  1.27308
C  -2.99028  3.58317  2.14734
C  -3.59656  3.30867  3.36396
C  -3.91498  2.00058  3.70835
C  -3.65616  0.96698  2.81433
C  -3.05487  1.23968  1.59227
H  -1.73982  1.37885  -4.59798
H  -2.74606  4.60194  1.86817
H  -3.82599  4.12059  4.04459
H  -4.37676  1.79027  4.66635
H  -3.91332  -0.05543  3.06674
H  -2.84930  0.44341  0.88292